Density functional theory data (ωB97M-V/def2-TZVPD) for an isolated molecule of HN3P2 at a distorted geometry.

```
6
Properties=species:S:1:pos:R:3:forces:R:3
N -0.213460 0.172275 2.801424 -1.918 -0.218 3.405
N -0.490145 0.141363 1.624700 -3.471 0.217 -4.159
P 0.689668 0.009845 0.484974 1.928 -1.851 3.661
P 2.129551 0.297442 1.997911 2.014 0.038 -0.355
N 1.027834 0.183095 3.174100 2.289 0.205 -0.163
H 0.478954 0.580762 -0.658261 -0.842 1.609 -2.390
```
Positions in Å, forces in eV/Å.

## Properties
Orbital gap (eV): 8.18
Strongest force on any atom (eV Å⁻¹): 5.42
SMILES string: N1=N[PH]#P=N1
Molecular weight (g/mol): 104.977
Charge: 0